Here is 16 unconnected molecules or ions with the total composition C55H91B2BrN22O3PS2 in a non-equilibrium geometry from the Open Molecules 2025 dataset. Energies are from the ωB97M-V functional and the def2-TZVPD basis.

Bonds (Å) are listed after each position.
Positions of all 177 atoms, in Å:
1 C -0.2813 3.2354 3.2805  C2 1.569, H42 1.091, H43 1.090, H44 1.093
2 C 0.5439 2.0730 3.9348  C1 1.569, P3 1.858, H45 1.091, H46 1.095
3 P 1.2996 1.0296 2.5966  C2 1.858, C4 1.875, C5 1.913
4 C 2.7310 2.0298 1.9137  P3 1.875, H47 1.100, H48 1.091, H49 1.092
5 C 1.9894 -0.6137 3.2919  P3 1.913, C6 1.573, C8 1.555, C26 1.557
6 C 3.3389 -0.3238 4.0454  C5 1.573, N7 1.456, H50 1.098, H51 1.091
7 N 3.3152 0.8062 4.9638  C6 1.456, H52 1.008, H53 1.007
8 C 1.0336 -1.1360 4.4022  C5 1.555, N9 1.482, H54 1.088, H55 1.097
9 N -0.2202 -1.7614 3.9205  C8 1.482, C10 1.481, C14 1.369
10 C -1.4681 -0.9847 4.1040  N9 1.481, C11 1.553, H56 1.089, H57 1.101
11 C -2.0238 -0.2340 2.8627  C10 1.553, C12 1.545, H58 1.091, H59 1.094
12 C -3.3185 -0.8705 2.3085  C11 1.545, Br13 1.975, H60 1.090, H61 1.089
13 Br -4.4009 0.5839 1.5240  C12 1.975
14 C -0.1109 -2.3803 2.7046  N9 1.369, N15 1.296, N25 1.393
15 N -0.7725 -3.4662 2.4545  C14 1.296, B16 1.514, C19 1.448
16 B -0.7108 -4.1335 1.0968  N15 1.514, N17 1.458, O18 1.382
17 N -1.4988 -3.5932 -0.0043  B16 1.458, H62 1.024, H63 1.017
18 O 0.0507 -5.2759 0.9359  B16 1.382, H64 0.968
19 C -1.6322 -4.1027 3.4305  N15 1.448, C20 1.373, C24 1.371
20 C -1.1711 -4.5827 4.6313  C19 1.373, C21 1.371, H65 1.085
21 C -2.0982 -5.0743 5.5137  C20 1.371, C22 1.373, H66 1.085
22 C -3.4320 -5.1291 5.1912  C21 1.373, C23 1.381, H67 1.091
23 C -3.8900 -4.7084 3.9586  C22 1.381, C24 1.370, H68 1.082
24 C -2.9580 -4.1978 3.0932  C19 1.371, C23 1.370, H69 1.084
25 N 0.6974 -1.9112 1.6721  C14 1.393, C26 1.510, H70 1.019
26 C 2.1112 -1.6430 2.1306  C5 1.557, N25 1.510, C27 1.535, B39 1.614
27 C 2.8261 -1.1515 0.8641  C26 1.535, C28 1.549, H71 1.095, H72 1.097
28 C 4.3685 -1.0287 0.9359  C27 1.549, C29 1.556, H73 1.094, H74 1.097
29 C 5.0594 -1.6074 -0.3327  C28 1.556, S30 1.840, H75 1.089, H76 1.094
30 S 6.3252 -0.4031 -0.9083  C29 1.840, C31 1.768
31 C 6.1535 -0.3647 -2.6674  S30 1.768, S32 1.630, N33 1.417
32 S 7.3247 0.4015 -3.5028  C31 1.630
33 N 5.0363 -1.0092 -3.2551  C31 1.417, C34 1.481, C38 1.461
34 C 5.4246 -2.2807 -3.9074  N33 1.481, C35 1.536, H77 1.096, H78 1.099
35 C 4.8958 -2.3910 -5.3449  C34 1.536, O36 1.406, H79 1.099, H80 1.093
36 O 3.5048 -2.1871 -5.3166  C35 1.406, C37 1.419
37 C 3.1717 -0.8640 -4.9265  O36 1.419, C38 1.551, H81 1.095, H82 1.099
38 C 4.3117 -0.1317 -4.1710  N33 1.461, C37 1.551, H83 1.100, H84 1.094
39 B 2.6840 -3.0993 2.5241  C26 1.614, N40 1.457, O41 1.377
40 N 3.1646 -3.5218 3.8335  B39 1.457, H85 1.020, H86 1.021
41 O 2.6509 -4.0152 1.4962  B39 1.377, H87 0.964
42 H -1.3422 2.9816 3.2701  C1 1.091
43 H 0.0987 3.4944 2.2923  C1 1.090
44 H -0.1516 4.1003 3.9366  C1 1.093
45 H -0.1407 1.5393 4.5952  C2 1.091
46 H 1.3385 2.5488 4.5184  C2 1.095
47 H 2.5322 3.0939 2.1083  C4 1.100
48 H 3.6974 1.6977 2.2961  C4 1.091
49 H 2.6637 1.9004 0.8310  C4 1.092
50 H 3.6278 -1.1868 4.6595  C6 1.098
51 H 4.1736 -0.1418 3.3666  C6 1.091
52 H 3.4308 1.6920 4.4975  N7 1.008
53 H 2.5269 0.7977 5.5908  N7 1.007
54 H 0.7780 -0.3720 5.1340  C8 1.088
55 H 1.5870 -1.9067 4.9537  C8 1.097
56 H -1.3996 -0.2962 4.9445  C10 1.089
57 H -2.2457 -1.7045 4.4033  C10 1.101
58 H -1.3018 -0.0603 2.0640  C11 1.091
59 H -2.3286 0.7592 3.2065  C11 1.094
60 H -3.1313 -1.5727 1.4963  C12 1.090
61 H -3.9323 -1.2922 3.1024  C12 1.089
62 H -2.3627 -4.1424 -0.0195  N17 1.024
63 H -1.0239 -3.7989 -0.8801  N17 1.017
64 H -0.2911 -5.9653 1.5224  O18 0.968
65 H -0.1195 -4.5159 4.8906  C20 1.085
66 H -1.7765 -5.4700 6.4713  C21 1.085
67 H -4.1781 -5.4582 5.9163  C22 1.091
68 H -4.9356 -4.7961 3.6952  C23 1.082
69 H -3.3158 -3.8401 2.1341  C24 1.084
70 H 0.3172 -1.1037 1.1815  N25 1.019
71 H 2.4253 -0.2133 0.4660  C27 1.095
72 H 2.6067 -1.9004 0.0929  C27 1.097
73 H 4.8340 -1.4068 1.8508  C28 1.094
74 H 4.6025 0.0427 0.9108  C28 1.097
75 H 5.5635 -2.5532 -0.1387  C29 1.089
76 H 4.3292 -1.6566 -1.1453  C29 1.094
77 H 5.0652 -3.1549 -3.3528  C34 1.096
78 H 6.5205 -2.3295 -3.9670  C34 1.099
79 H 5.4165 -1.6958 -6.0177  C35 1.099
80 H 5.1155 -3.4011 -5.6987  C35 1.093
81 H 2.2567 -0.8468 -4.3248  C37 1.095
82 H 2.9755 -0.2454 -5.8133  C37 1.099
83 H 4.9562 0.3014 -4.9496  C38 1.100
84 H 3.8581 0.7086 -3.6365  C38 1.094
85 H 4.0826 -3.0944 3.9571  N40 1.020
86 H 3.3628 -4.5229 3.8392  N40 1.021
87 H 2.8681 -4.8974 1.8173  O41 0.964
88 C -4.3887 -9.0545 4.9267  C89 1.463, H91 1.089, H92 1.088, H93 1.088
89 C -4.8022 -8.0826 5.9387  C88 1.463, N90 1.148
90 N -5.1291 -7.3257 6.7378  C89 1.148
91 H -3.4238 -8.7666 4.5125  C88 1.089
92 H -4.3046 -10.0415 5.3772  C88 1.088
93 H -5.1254 -9.0888 4.1264  C88 1.088
94 C -4.6408 -6.0190 9.5918  C95 1.466, H97 1.088, H98 1.084, H99 1.088
95 C -3.5494 -5.4883 10.4133  C94 1.466, N96 1.151
96 N -2.6921 -5.0707 11.0585  C95 1.151
97 H -5.5161 -5.3779 9.6778  C94 1.088
98 H -4.3327 -6.0608 8.5532  C94 1.084
99 H -4.9011 -7.0218 9.9235  C94 1.088
100 C 2.0994 -7.1583 6.1694  C101 1.465, H103 1.089, H104 1.088, H105 1.088
101 C 3.1466 -6.9671 5.1634  C100 1.465, N102 1.152
102 N 3.9721 -6.8145 4.3746  C101 1.152
103 H 1.1582 -6.7499 5.8050  C100 1.089
104 H 1.9728 -8.2201 6.3716  C100 1.088
105 H 2.3766 -6.6504 7.0911  C100 1.088
106 C 5.3323 2.3827 -8.0181  C107 1.463, H109 1.087, H110 1.089, H111 1.089
107 C 4.0987 1.6621 -7.7013  C106 1.463, N108 1.152
108 N 3.1273 1.0956 -7.4497  C107 1.152
109 H 5.2128 2.9239 -8.9537  C106 1.087
110 H 5.5581 3.0931 -7.2249  C106 1.089
111 H 6.1588 1.6801 -8.1127  C106 1.089
112 C 2.7408 5.2989 -6.9953  C113 1.462, H115 1.087, H116 1.090, H117 1.087
113 C 3.6558 5.3343 -8.1356  C112 1.462, N114 1.152
114 N 4.3920 5.3679 -9.0208  C113 1.152
115 H 1.7719 5.7034 -7.2763  C112 1.087
116 H 2.6131 4.2672 -6.6675  C112 1.090
117 H 3.1474 5.8862 -6.1759  C112 1.087
118 C -3.7208 -0.5966 -2.2082  C119 1.464, H121 1.088, H122 1.089, H123 1.089
119 C -4.4521 -0.5447 -3.4756  C118 1.464, N120 1.151
120 N -5.0263 -0.4979 -4.4721  C119 1.151
121 H -3.8741 0.3280 -1.6551  C118 1.088
122 H -4.0786 -1.4319 -1.6084  C118 1.089
123 H -2.6569 -0.7251 -2.3998  C118 1.089
124 C 2.1308 6.8953 -3.2462  C125 1.465, H127 1.088, H128 1.088, H129 1.089
125 C 1.2519 6.8983 -4.4181  C124 1.465, N126 1.149
126 N 0.5541 6.9089 -5.3306  C125 1.149
127 H 2.1067 7.8715 -2.7659  C124 1.088
128 H 1.7973 6.1399 -2.5374  C124 1.088
129 H 3.1528 6.6736 -3.5507  C124 1.089
130 C 2.4757 5.8515 5.0865  C131 1.464, H133 1.089, H134 1.088, H135 1.088
131 C 2.4072 5.4277 3.6868  C130 1.464, N132 1.152
132 N 2.3545 5.0949 2.5856  C131 1.152
133 H 2.0113 5.1000 5.7234  C130 1.089
134 H 3.5151 5.9778 5.3829  C130 1.088
135 H 1.9518 6.7972 5.2109  C130 1.088
136 C 7.9126 7.5980 -8.1360  C137 1.463, H139 1.088, H140 1.088, H141 1.089
137 C 7.1274 7.1265 -6.9951  C136 1.463, N138 1.151
138 N 6.5054 6.7503 -6.1028  C137 1.151
139 H 8.1345 8.6569 -8.0189  C136 1.088
140 H 8.8462 7.0423 -8.1961  C136 1.088
141 H 7.3484 7.4499 -9.0550  C136 1.089
142 C 1.3913 -6.5756 -2.2338  C143 1.465, H145 1.089, H146 1.089, H147 1.088
143 C 0.1669 -7.3764 -2.1673  C142 1.465, N144 1.152
144 N -0.7960 -8.0066 -2.1160  C143 1.152
145 H 1.3669 -5.9366 -3.1148  C142 1.089
146 H 1.4732 -5.9553 -1.3420  C142 1.089
147 H 2.2574 -7.2317 -2.2940  C142 1.088
148 C -7.8419 1.5673 -3.4252  C149 1.464, H151 1.088, H152 1.088, H153 1.089
149 C -8.2889 2.5388 -2.4261  C148 1.464, N150 1.152
150 N -8.6488 3.3069 -1.6469  C149 1.152
151 H -6.8914 1.8828 -3.8504  C148 1.088
152 H -7.7165 0.5895 -2.9641  C148 1.088
153 H -8.5805 1.4941 -4.2219  C148 1.089
154 C -3.6629 -6.8420 -1.2787  C155 1.463, H157 1.087, H158 1.088, H159 1.088
155 C -4.1056 -5.8813 -0.2681  C154 1.463, N156 1.153
156 N -4.4535 -5.1283 0.5327  C155 1.153
157 H -2.6952 -6.5415 -1.6713  C154 1.087
158 H -3.5703 -7.8303 -0.8343  C154 1.088
159 H -4.3823 -6.8833 -2.0945  C154 1.088
160 C -11.4140 4.4561 -4.0540  C161 1.464, H163 1.088, H164 1.089, H165 1.088
161 C -10.6997 3.6820 -5.0713  C160 1.464, N162 1.151
162 N -10.1350 3.0738 -5.8693  C161 1.151
163 H -12.4249 4.0699 -3.9396  C160 1.088
164 H -10.8913 4.3809 -3.1013  C160 1.089
165 H -11.4627 5.5011 -4.3534  C160 1.088
166 C -1.9669 9.3970 -4.5915  C167 1.464, H169 1.087, H170 1.088, H171 1.088
167 C -1.8339 10.7711 -4.1029  C166 1.464, N168 1.151
168 N -1.7276 11.8512 -3.7181  C167 1.151
169 H -1.0628 8.8351 -4.3692  C166 1.087
170 H -2.8146 8.9140 -4.1089  C166 1.088
171 H -2.1251 9.4005 -5.6678  C166 1.088
172 C -4.8569 13.0532 -2.2109  C173 1.465, H175 1.088, H176 1.088, H177 1.088
173 C -6.0826 12.3291 -1.8656  C172 1.465, N174 1.151
174 N -7.0458 11.7595 -1.5953  C173 1.151
175 H -5.0026 13.6073 -3.1358  C172 1.088
176 H -4.6023 13.7501 -1.4150  C172 1.088
177 H -4.0364 12.3511 -2.3449  C172 1.088

Output
**Net charge**: +1
**Energy relative to the best compared isomer or geometry (same formula, charge and spin)**: 84.82 kJ/mol
**Highest occupied orbital energy**: -10.28 eV
**Frontier orbital gap**: 7.3 eV